This record from the OMol25 dataset describes a cluster of 2 separate species, C6H15ClP in total in a non-equilibrium geometry. The level of theory is ωB97M-V with the def2-TZVPD basis set.

Results
- multiplicity = 1
- HOMO level (eV) = -14.68
- total charge = +1
- orbital gap (eV) = 9.684

Structure (XYZ):
```
23
Properties=species:S:1:pos:R:3:forces:R:3
C 0.794402 2.407973 0.896194 0.211 0.133 0.610
C -1.654185 -2.375721 0.080558 2.409 0.769 -0.214
C 1.477800 -3.080002 0.044169 -1.959 0.116 2.219
C 0.213630 2.188261 -0.490465 -3.103 -0.716 0.211
C -0.494296 0.786919 -0.615001 -1.856 0.022 -3.147
C 0.459782 -0.384620 -0.617145 0.876 1.032 3.184
P -0.029216 -2.016703 -0.024212 -1.250 -0.086 -1.271
Cl -4.315443 0.580953 -0.237186 0.220 -0.484 -0.401
H 0.087613 2.726327 1.668830 -0.132 0.362 -0.459
H 1.657766 3.089416 0.886708 -0.422 -0.123 0.036
H 1.148338 1.471758 1.333966 0.354 -0.145 -0.196
H -2.334326 -1.558208 0.049260 -0.261 0.863 -0.255
H -2.134978 -3.289871 0.261975 -0.043 -1.370 0.501
H -4.076275 -0.279336 -1.181403 -0.243 0.466 0.337
H 2.247479 -2.377659 -0.205368 0.646 -0.050 -0.425
H 1.347309 -3.969576 -0.555479 0.313 -0.062 -0.218
H 1.549071 -3.336725 1.146602 0.214 0.018 -1.297
H 1.009797 2.220037 -1.231291 -0.325 0.408 -0.322
H -0.755988 2.822256 -0.732484 2.661 -0.367 0.357
H -1.279776 0.582613 0.107335 -0.064 0.635 0.363
H -1.105969 0.807789 -1.690298 1.563 -0.210 2.656
H 1.175458 -0.127931 0.262671 -0.511 -0.403 -1.338
H 1.048070 -0.341362 -1.497414 0.703 -0.810 -0.930
```
Forces are in eV/Å.

=====

This record from the OMol25 dataset describes the molecule C6H15N in a non-equilibrium geometry. The level of theory is ωB97M-V with the def2-TZVPD basis set.

Results
- SMILES string = CC[C@@H](C)[C@H](C)N
- multiplicity = 1
- HOMO level (eV) = -9.00
- orbital gap (eV) = 10.077

Structure (XYZ):
```
22
Properties=species:S:1:pos:R:3:forces:R:3
C 2.014651 0.438857 1.715657 -0.654 0.737 0.406
C 0.983073 0.930523 0.660739 1.461 -0.450 0.453
C 0.250915 -0.241570 0.049951 -0.314 -1.323 -1.223
C -0.524288 -1.163225 0.982898 -0.505 -0.042 1.329
C -0.579444 0.147256 -1.213719 0.289 1.740 0.516
C -2.043436 0.538194 -0.908495 0.944 -0.442 -0.496
N -0.410325 -0.639301 -2.405067 0.000 -1.177 -1.026
H 2.845828 1.137853 1.817995 -0.042 0.048 -0.020
H 2.439310 -0.546834 1.546608 -0.149 -0.115 -0.291
H 1.490339 0.432971 2.673490 0.269 -0.282 0.169
H 1.559899 1.435134 -0.118695 -0.231 -0.012 -0.202
H 0.375101 1.701241 1.137224 -0.395 -0.162 -0.126
H 1.004285 -0.913088 -0.380667 0.375 0.321 0.041
H -1.312075 -1.711860 0.466791 -0.037 0.110 -0.117
H 0.031302 -1.930831 1.534015 0.539 0.153 -0.478
H -0.986854 -0.634988 1.825505 -0.309 0.282 -0.325
H -0.159868 1.117953 -1.505201 0.158 -0.048 0.008
H -2.688323 -0.338536 -0.875988 -0.159 0.124 0.303
H -2.005265 1.105318 0.020909 -0.489 -0.108 0.120
H -2.366537 1.190853 -1.717731 -0.257 -0.049 0.062
H 0.397746 -0.406074 -2.963591 0.055 0.587 0.194
H -0.316037 -1.649844 -2.342627 -0.548 0.109 0.705
```
Forces are in eV/Å.

=====

This record from the OMol25 dataset describes the molecule C6H15N in a non-equilibrium geometry. The level of theory is ωB97M-V with the def2-TZVPD basis set.

Results
- SMILES string = CCNCC(C)C
- multiplicity = 1
- HOMO level (eV) = -8.36
- orbital gap (eV) = 9.541

Structure (XYZ):
```
22
Properties=species:S:1:pos:R:3:forces:R:3
C 0.706614 2.043847 -2.435356 0.527 -1.103 0.142
C 0.840645 1.327748 -1.092264 0.109 -0.402 0.227
N 0.219514 0.014386 -1.070108 -0.354 -0.671 -0.371
C 0.541268 -0.842471 0.074524 0.347 1.828 0.545
C -0.717993 -1.080553 0.926028 1.333 1.281 0.466
C -1.375691 0.243810 1.423346 0.487 -0.041 -1.474
C -0.329921 -1.880931 2.228367 -1.373 -0.780 -2.196
H 1.286091 2.956999 -2.433854 -0.235 0.441 0.088
H -0.307186 2.169318 -2.799794 -0.125 0.196 0.126
H 1.249525 1.387858 -3.134382 -0.323 0.173 -0.138
H 1.930411 1.247288 -0.929187 -0.106 0.066 0.257
H 0.395562 1.812220 -0.213673 0.296 0.638 -0.416
H 0.187279 -0.474839 -1.947770 0.298 0.082 -0.205
H 1.064077 -1.766858 -0.164675 -0.227 -0.264 -0.362
H 1.295117 -0.249814 0.634202 -0.299 -0.404 0.245
H -1.370949 -1.432727 0.121961 -0.535 -1.127 0.937
H -1.948098 -0.039536 2.293958 -0.331 0.675 0.214
H -0.671220 1.059753 1.575250 0.458 -0.294 0.905
H -1.973354 0.731429 0.646371 -0.488 -0.566 0.087
H -1.153763 -1.741980 2.921537 0.321 -0.163 0.458
H 0.630475 -1.567281 2.605334 0.133 0.383 0.255
H -0.261963 -2.948369 1.988923 0.087 0.051 0.209
```
Forces are in eV/Å.

=====

This record from the OMol25 dataset describes the molecule C6H15N in a non-equilibrium geometry. The level of theory is ωB97M-V with the def2-TZVPD basis set.

Results
- SMILES string = CC[C@@H](C)[C@H](C)N
- multiplicity = 1
- HOMO level (eV) = -8.37
- orbital gap (eV) = 9.503

Structure (XYZ):
```
22
Properties=species:S:1:pos:R:3:forces:R:3
C -2.107864 -0.580054 -1.924074 0.345 -1.329 0.484
C -1.299955 -0.798381 -0.634315 1.686 -0.333 -0.068
C 0.071864 0.040439 -0.469721 -4.240 1.351 0.438
C -0.422000 1.478652 0.041843 -0.570 1.833 -0.209
C 1.157447 -0.392710 0.450629 2.397 0.743 1.773
C 0.759802 -0.823288 1.932806 2.013 1.125 -1.166
N 1.922978 0.871707 0.586846 0.357 1.160 -0.352
H -2.987110 -1.231122 -1.846197 0.049 0.305 -0.268
H -1.517231 -0.920976 -2.757341 0.368 -0.676 -0.352
H -2.366233 0.356755 -2.298382 -0.820 2.111 0.343
H -0.892434 -1.758358 -0.917539 -0.040 -0.957 0.803
H -1.945193 -0.924026 0.265171 0.686 0.450 -0.497
H 0.460912 -0.008550 -1.474230 0.262 0.743 -0.456
H 0.268377 2.393948 -0.053162 -1.002 -1.562 -0.297
H -1.383288 1.828003 -0.447990 0.942 -0.782 0.357
H -0.624332 1.515540 1.158469 0.150 -0.527 -1.335
H 1.877853 -1.067249 -0.000276 -0.482 -0.884 -0.230
H -0.030156 -0.129401 2.032861 -1.624 -0.126 1.008
H 0.600091 -1.894101 2.078619 -0.418 0.376 -0.041
H 1.522928 -0.418233 2.670653 -0.559 -0.861 -1.025
H 1.910041 1.639460 -0.110859 -0.034 -1.635 0.726
H 2.689167 0.968415 1.209270 0.537 -0.525 0.366
```
Forces are in eV/Å.

=====

This record from the OMol25 dataset describes the molecule C6H15N in a non-equilibrium geometry. The level of theory is ωB97M-V with the def2-TZVPD basis set.

Results
- SMILES string = CCNCC(C)C
- multiplicity = 1
- HOMO level (eV) = -8.81
- orbital gap (eV) = 9.936

Structure (XYZ):
```
22
Properties=species:S:1:pos:R:3:forces:R:3
C -1.725965 -1.574594 1.474012 -1.272 -0.632 -1.234
C -0.549369 -0.903658 2.158244 0.366 0.233 -0.820
N 0.485008 -0.440234 1.198881 -1.082 0.226 -0.115
C -0.024226 0.599661 0.264013 0.655 -0.159 0.911
C 0.537234 0.381633 -1.120635 -0.470 -0.936 -1.019
C 2.056839 0.366098 -1.307500 -0.568 -0.064 0.649
C -0.175649 1.347730 -2.107445 0.918 -0.319 0.524
H -2.358929 -2.059037 2.220837 -0.128 0.257 -0.018
H -1.641097 -2.316343 0.659731 1.412 -0.369 0.738
H -2.349820 -0.935645 0.832098 -0.098 0.734 0.986
H -0.982363 -0.066179 2.727931 0.154 -0.057 0.131
H -0.101776 -1.603272 2.869161 0.104 0.130 -0.129
H 1.285905 -0.068959 1.679628 0.168 -0.049 0.298
H -1.109722 0.551811 0.250455 -0.096 -0.196 -0.292
H 0.157377 1.629551 0.616356 0.352 -0.105 0.063
H 0.239813 -0.657283 -1.341493 -0.102 0.251 -0.184
H 2.472222 1.318932 -0.965532 0.307 -0.023 -0.507
H 2.541440 -0.444244 -0.755787 -0.186 0.130 0.217
H 2.204727 0.119891 -2.357692 0.440 0.540 -0.083
H 0.449174 1.664729 -2.945173 0.155 -0.144 0.096
H -0.372486 2.240130 -1.507421 -0.634 0.120 -0.473
H -1.038336 0.849282 -2.542669 -0.396 0.431 0.261
```
Forces are in eV/Å.

=====

This record from the OMol25 dataset describes a cluster of 2 separate species, C6H15N in total in a non-equilibrium geometry. The level of theory is ωB97M-V with the def2-TZVPD basis set.

Results
- multiplicity = 1
- HOMO level (eV) = -8.96
- orbital gap (eV) = 8.667

Structure (XYZ):
```
22
Properties=species:S:1:pos:R:3:forces:R:3
C 0.090164 -1.188759 0.125907 1.824 -0.971 -0.455
N 0.306782 0.037625 0.916615 1.269 0.858 -4.673
C 1.706632 0.213729 1.348610 0.515 -2.202 0.471
C 2.685735 0.767340 0.322244 -0.557 -0.601 -0.974
C -0.881870 -1.043632 -1.033906 -0.162 0.107 -0.654
C -1.969306 1.279421 -0.698096 -0.457 -0.799 0.177
C -2.169149 -0.249899 -0.693419 -0.576 -0.326 -0.285
H -0.309931 -1.968502 0.776969 -0.008 -0.096 0.357
H 1.093835 -1.631335 -0.324341 -1.722 0.798 0.952
H 0.414030 0.716219 -0.832839 0.134 -0.417 3.320
H 2.151847 -0.789696 1.757639 -0.934 1.360 -0.764
H 1.711869 0.865868 2.192624 -0.188 0.586 0.666
H 2.344884 1.767614 0.034557 0.140 -0.168 -0.108
H 3.690975 0.818587 0.712547 0.333 0.094 0.256
H 2.724165 0.100870 -0.579152 -0.150 0.611 0.647
H -0.330284 -0.546557 -1.907734 -0.498 -0.347 0.941
H -1.130894 -2.071748 -1.373981 0.017 0.525 0.073
H -1.164068 1.464048 -0.011124 0.147 0.566 0.035
H -2.842330 1.814754 -0.347920 -0.386 -0.024 0.107
H -1.754439 1.657328 -1.691671 0.280 0.001 -0.211
H -3.023078 -0.548413 -1.354466 0.826 0.237 0.227
H -2.497293 -0.581609 0.304541 0.155 0.208 -0.106
```
Forces are in eV/Å.

=====

Values for energy, hartree, ordered as above
-1038.81503 -292.33957 -292.32251 -292.28244 -292.32832 -292.18317
Values for energy relative to the best compared isomer or geometry (same formula, charge and spin), kcal/mol, ordered as above
0.0 18.5 29.2 54.3 25.5 116.6
Values for molecular weight, g mol⁻¹, ordered as above
153.61 101.19 101.19 101.19 101.19 101.19